(1)
Formula: C4H16O3S
Source: the OMol25 dataset
Level of theory: ωB97M-V/def2-TZVPD

Orbital gap = 9.79 eV
DFT total energy = -21384.9197 eV
HOMO level = -9.31 eV
Max |F| = 1.40 eV/Å
Structure (SMILES) = CCCCS.O.O.O

Each line ends with the Löwdin charge.
Cartesian coordinates (Å):
C1 0.7525 2.0338 0.2123  -0.11
C2 1.0138 0.5677 -0.0049  -0.26
C3 -0.2453 -0.2694 -0.3361  -0.30
C4 -1.0011 -0.6012 0.9250  -0.58
S1 -2.8161 -0.7644 0.8170  0.68
H1 -0.0017 2.3509 0.9408  0.07
H2 0.3116 2.4371 -0.7050  0.07
H3 1.6422 2.6529 0.3546  0.07
H4 1.7170 0.4614 -0.8266  0.11
H5 1.4417 0.0122 0.8394  0.11
H6 -0.8158 0.2174 -1.1231  0.09
H7 0.2018 -1.1538 -0.7896  0.10
H8 -0.6154 -1.5238 1.3718  0.08
H9 -0.8364 0.1173 1.7286  0.06
H10 -3.0112 0.3749 0.1375  -0.15
O1 2.6980 -0.1739 5.7475  -0.06
H11 2.0389 -0.0961 5.0487  0.03
H12 2.3459 -0.8934 6.2838  0.03
O2 -0.8940 -2.3193 -2.7466  -0.05
H13 -1.1275 -1.6242 -2.1182  -0.01
H14 -1.7314 -2.6418 -3.1043  0.05
O3 -0.0484 0.5127 -4.1225  -0.07
H15 -0.6763 0.6343 -4.8414  0.03
H16 -0.3427 -0.3115 -3.6888  0.00

Force components x, y, z for each atom (eV/Å):
-0.50 1.20 -0.51
-0.42 -0.71 0.20
1.33 0.28 -0.36
-0.41 -0.08 0.91
0.17 -0.27 -0.35
0.27 -0.58 0.43
0.12 -0.13 -0.25
0.07 -0.33 0.27
0.11 0.02 -0.10
0.31 0.56 0.13
-0.39 0.28 0.11
-0.42 -0.39 0.08
-0.28 -0.13 -0.29
0.18 0.38 -0.31
0.00 0.02 0.08
-0.30 -0.20 -0.05
0.13 0.15 -0.05
0.17 0.05 0.10
-0.11 0.23 -0.22
-0.18 -0.28 0.08
0.14 0.06 0.13
-0.30 -0.44 0.36
0.05 0.03 -0.01
0.30 0.28 -0.38

(2)
Formula: C23H27FN4O5
Source: the OMol25 dataset
Level of theory: ωB97M-V/def2-TZVPD

Orbital gap = 8.68 eV
DFT total energy = -43205.2389 eV
HOMO level = -8.20 eV
Max |F| = 0.70 eV/Å
Structure (SMILES) = COc1ccc(C(=O)N2CCN(CCNC(=O)C(=O)Nc3ccc(F)cc3)CC2)cc1OC

Each line ends with the Löwdin charge.
Cartesian coordinates (Å):
C1 1.6173 -3.4706 -1.9976  -0.06
O1 0.4053 -2.7491 -2.0241  -0.07
C2 0.3916 -1.3999 -1.8402  -0.20
C3 -0.7431 -0.7612 -2.3316  0.02
C4 -0.9223 0.6021 -2.2234  -0.03
C5 0.0577 1.3733 -1.6141  -0.14
C6 0.0208 2.8606 -1.5635  -0.42
O2 1.0259 3.5178 -1.7936  0.06
N1 -1.1627 3.4671 -1.2900  -0.04
C7 -2.3311 2.8667 -0.6937  -0.13
C8 -2.7932 3.7398 0.5145  -0.15
N2 -1.7941 4.6294 1.0446  -0.18
C9 -0.9415 4.2165 2.1276  -0.16
C10 0.2553 3.3066 1.7902  -0.12
N3 -0.1826 1.9453 1.6219  0.10
C11 0.5277 0.8451 1.8405  -0.41
O3 1.6568 0.7654 2.3006  0.06
C12 -0.2580 -0.4043 1.4183  -0.37
O4 -1.3768 -0.3062 0.9405  0.08
N4 0.4582 -1.5147 1.6512  0.16
C13 0.1871 -2.8398 1.3188  -0.22
C14 -0.9917 -3.2133 0.6783  0.00
C15 -1.2060 -4.5371 0.3480  0.01
C16 -0.2423 -5.4764 0.6660  -0.28
F1 -0.4494 -6.7707 0.3413  0.05
C17 0.9325 -5.1286 1.3090  -0.01
C18 1.1446 -3.8029 1.6328  -0.02
C19 -1.2217 5.5219 0.0527  -0.14
C20 -1.2493 4.9095 -1.3603  -0.11
C21 1.2044 0.7495 -1.1298  0.04
C22 1.3829 -0.6234 -1.2068  -0.19
O5 2.4711 -1.2656 -0.6780  -0.11
C23 3.5261 -0.4873 -0.1520  -0.06
H1 1.3626 -4.4651 -2.3634  0.10
H2 2.3634 -3.0205 -2.6570  0.10
H3 2.0249 -3.5478 -0.9883  0.08
H4 -1.4846 -1.3787 -2.8128  0.13
H5 -1.8000 1.0593 -2.6517  0.12
H6 -3.1454 2.8308 -1.4304  0.12
H7 -2.1112 1.8400 -0.3983  0.09
H8 -3.1621 3.0989 1.3167  0.12
H9 -3.6293 4.3690 0.1851  0.12
H10 -1.5651 3.7113 2.8706  0.13
H11 -0.5500 5.1285 2.5890  0.12
H12 0.9876 3.3227 2.6015  0.13
H13 0.7510 3.6565 0.8773  0.12
H14 -1.0971 1.7818 1.2196  0.11
H15 1.3703 -1.3202 2.0628  0.14
H16 -1.7241 -2.4631 0.4324  0.11
H17 -2.1077 -4.8435 -0.1569  0.12
H18 1.6635 -5.8864 1.5421  0.12
H19 2.0585 -3.5070 2.1268  0.12
H20 -0.1936 5.7528 0.3333  0.12
H21 -1.7903 6.4626 0.0457  0.12
H22 -2.1837 5.1648 -1.8702  0.13
H23 -0.4068 5.2719 -1.9498  0.12
H24 1.9614 1.3743 -0.6834  0.12
H25 3.9332 0.1940 -0.9042  0.10
H26 3.2115 0.0817 0.7273  0.07
H27 4.2932 -1.2050 0.1362  0.10

Force components x, y, z for each atom (eV/Å):
0.38 -0.38 0.01
-0.24 0.47 0.12
-0.11 -0.03 -0.17
0.19 -0.17 0.08
0.20 0.16 0.10
0.09 -0.34 -0.17
0.04 0.02 -0.09
0.24 0.02 0.08
-0.10 0.16 -0.02
-0.25 -0.14 0.15
-0.14 0.10 -0.11
0.08 -0.15 -0.10
0.31 -0.04 0.04
0.10 0.26 0.24
-0.45 0.02 -0.13
-0.07 0.10 0.05
0.13 0.11 0.06
-0.13 -0.10 0.01
-0.01 -0.15 0.05
0.49 0.34 0.36
-0.29 -0.41 -0.16
0.05 0.11 0.10
0.22 -0.31 0.07
-0.01 0.14 0.02
0.00 0.04 0.01
-0.17 -0.12 -0.11
-0.18 0.14 -0.05
-0.18 0.13 -0.03
0.20 0.19 -0.04
0.00 0.02 -0.07
0.14 -0.07 0.01
-0.46 -0.11 -0.21
0.21 0.16 0.12
0.04 0.05 0.00
-0.02 -0.01 0.02
-0.06 -0.01 -0.14
-0.07 -0.09 -0.08
-0.12 0.06 -0.02
0.02 -0.09 0.08
-0.06 0.08 -0.03
-0.07 0.01 -0.01
-0.07 -0.17 0.01
0.07 0.04 0.08
0.02 -0.10 0.07
-0.04 0.04 -0.06
0.05 0.04 0.08
0.15 -0.15 0.04
-0.26 0.07 -0.13
-0.03 0.04 -0.02
-0.09 -0.05 -0.06
0.06 -0.09 0.02
0.11 0.03 0.06
0.00 0.01 -0.03
0.15 0.03 -0.09
0.03 0.00 0.01
-0.17 0.02 0.03
0.12 0.03 0.04
-0.01 -0.02 -0.01
0.01 -0.03 -0.08
0.00 0.08 -0.01

(3)
Formula: C12H14BCl3N6O2Pb
Source: the OMol25 dataset
Level of theory: ωB97M-V/def2-TZVPD

Orbital gap (alpha / beta) = 5.39 / 3.45 eV
DFT total energy = -69175.3905 eV
HOMO level (alpha / beta) = -15.45 / -15.45 eV
Max |F| = 6.95 eV/Å
Total charge = +2

Each line ends with the Löwdin charge.
Cartesian coordinates (Å):
H1 0.3792 -3.1866 -1.2252  0.12
N1 0.6358 -1.0687 -1.1806  -0.03
B1 1.0195 1.3474 -1.7007  -0.46
N2 0.9615 -0.1299 -2.1147  -0.02
C1 1.1823 -0.7384 -3.2947  -0.01
Pb1 0.3094 -0.4538 1.1694  1.48
H2 1.4551 -0.1686 -4.1616  0.14
C2 1.0125 -2.1051 -3.1193  -0.01
H3 1.1346 -2.9021 -3.8523  0.12
C3 0.6482 -2.2855 -1.7739  -0.08
H4 1.3632 2.0317 -2.6210  0.14
C4 -0.2665 -0.2316 3.1032  -0.16
H5 -0.4332 -1.1962 3.6291  0.07
H6 -1.2489 0.1855 2.9175  0.05
H7 0.4175 0.4414 3.6303  0.07
N3 1.9660 1.4671 -0.4593  0.02
N4 -0.3808 1.8001 -1.1630  -0.01
N5 1.7834 0.8476 0.7669  -0.17
N6 -0.9040 1.1893 -0.0475  -0.04
C5 3.0989 2.1655 -0.4199  0.01
C6 -1.2570 2.6949 -1.6541  0.00
H8 3.3742 2.7121 -1.3043  0.15
H9 -0.9935 3.2771 -2.5249  0.14
C7 3.6877 2.0218 0.8417  0.02
C8 -2.3878 2.6637 -0.8396  0.00
C9 2.8332 1.1921 1.5525  -0.08
C10 -2.1342 1.6923 0.1365  -0.09
H10 4.5901 2.4687 1.1574  0.11
H11 -3.2652 3.2528 -0.9402  0.11
H12 2.9598 0.8070 2.5784  0.14
H13 -2.7805 1.2898 0.8835  0.11
H14 0.8956 -1.6412 2.2661  0.14
Cl1 -3.4325 -4.5276 0.4797  0.71
C11 -3.3035 -3.1095 1.5278  -1.45
Cl2 -4.7881 -2.1366 1.4547  0.76
Cl3 -2.9728 -3.5699 3.2344  0.69
C12 -2.0235 -2.2408 1.0909  -0.69
O1 -0.9437 -2.8636 0.8679  0.08
O2 -2.1917 -0.9923 1.1091  -0.08

Force components x, y, z for each atom (eV/Å):
0.23 0.34 -0.24
-0.27 -0.71 0.89
-0.85 0.13 0.32
-0.13 -0.34 0.49
-0.09 -0.45 0.78
-1.57 0.25 -6.77
0.04 0.10 -0.14
-0.21 -0.61 0.19
-0.09 0.45 0.22
0.25 0.94 -0.44
0.11 -0.06 0.30
-1.85 0.28 4.79
0.31 0.68 -0.26
-0.31 0.41 0.11
-0.02 -0.22 -0.19
0.42 -0.20 0.41
0.45 -0.50 0.26
2.82 2.39 -1.15
0.04 -0.02 -0.27
-0.46 -0.46 0.60
-0.06 -0.64 0.95
0.26 0.14 0.05
-0.14 -0.02 0.07
-0.90 -0.38 -0.30
0.54 -0.44 0.08
0.68 0.17 0.01
0.42 0.47 -0.94
0.67 0.28 0.38
-0.47 0.27 -0.06
-0.22 0.26 -0.72
-0.21 0.10 0.38
0.73 -1.61 0.07
0.12 0.53 0.32
-0.94 -0.99 0.37
1.26 -0.42 -0.17
0.08 0.31 -0.83
-0.12 1.32 0.07
-1.61 0.43 0.41
1.10 -2.14 -0.06

(4)
Formula: C6H9N4
Source: the OMol25 dataset
Level of theory: ωB97M-V/def2-TZVPD

Orbital gap (alpha / beta) = 7.71 / 7.71 eV
DFT total energy = -12316.2454 eV
HOMO level (alpha / beta) = -12.77 / -12.77 eV
Max |F| = 7.74 eV/Å
Total charge = +1
Structure (SMILES) = C[C@@H]1CNC#[N+]/C=C\N=N\1

Each line ends with the Löwdin charge.
Cartesian coordinates (Å):
C1 -1.0243 -1.6346 -1.5746  -0.03
C2 -0.8731 -0.2558 -0.9513  -0.33
C3 0.4659 0.4894 -1.3606  -0.07
N1 1.6745 -0.0032 -0.6127  0.12
C4 1.7789 0.4777 0.6014  0.03
N2 1.5403 0.9996 1.6762  0.19
C5 0.6775 1.0507 2.6689  -0.08
C6 -0.5887 0.5465 2.5153  -0.03
N3 -0.9986 0.2643 1.2955  0.10
N4 -0.6063 -0.4864 0.4109  0.07
H1 -2.0226 -1.7606 -1.7145  0.05
H2 -0.6189 -2.3308 -0.8533  0.09
H3 -0.4588 -1.7872 -2.5322  0.11
H4 -1.8314 0.2184 -1.1487  0.16
H5 0.3966 0.4192 -2.4701  0.14
H6 0.3472 1.5832 -1.2748  0.13
H7 2.4673 -0.1089 -1.2191  0.17
H8 1.0275 1.7183 3.3605  0.10
H9 -1.3530 0.6000 3.1830  0.11

Force components x, y, z for each atom (eV/Å):
3.49 0.20 -0.52
0.78 -0.26 -0.78
-2.50 1.19 -1.56
-0.70 1.26 -0.62
-1.41 1.03 3.25
2.37 -2.28 -7.01
-1.70 -0.90 0.95
3.05 -0.12 -0.68
-1.57 -0.09 -3.08
0.79 -0.31 3.62
-2.79 -0.97 -0.58
-0.11 -0.53 -0.05
-0.66 0.33 0.76
0.46 1.28 0.05
1.46 -0.65 0.62
0.16 -0.38 0.76
0.71 -0.50 0.24
-0.08 1.29 2.39
-1.75 0.39 2.23

(5)
Formula: C4H5FS
Source: the OMol25 dataset
Level of theory: ωB97M-V/def2-TZVPD

Orbital gap = 9.83 eV
DFT total energy = -17779.1973 eV
HOMO level = -9.09 eV
Max |F| = 3.09 eV/Å
Structure (SMILES) = C=C(F)[C@@H]1CS1

Each line ends with the Löwdin charge.
Cartesian coordinates (Å):
C1 0.9300 0.8776 1.1624  0.06
C2 0.1162 1.0253 0.1280  -0.38
F1 0.3646 2.1852 -0.5970  -0.01
C3 -0.9690 0.0942 -0.3546  -0.45
C4 -0.3747 -1.3621 -0.5118  -0.50
S1 -0.7119 -0.5819 -2.0900  0.78
H1 1.1428 -0.1606 1.5926  0.09
H2 1.7676 1.5407 1.4592  0.08
H3 -2.0366 0.4030 -0.2464  0.11
H4 -0.9862 -2.3505 -0.2323  0.10
H5 0.7572 -1.6710 -0.3102  0.11

Force components x, y, z for each atom (eV/Å):
1.79 -2.40 0.77
0.66 1.23 -0.26
-1.24 -0.79 0.29
1.85 -0.99 -1.22
-0.40 -2.43 1.00
0.11 0.40 0.76
-1.22 1.56 -0.30
-1.04 0.05 -0.66
1.09 -0.81 0.49
0.86 2.62 -0.66
-2.46 1.55 -0.21

(6)
Formula: C2H8N4
Source: the OMol25 dataset
Level of theory: ωB97M-V/def2-TZVPD

Orbital gap = 10.51 eV
DFT total energy = -8144.9813 eV
HOMO level = -19.57 eV
Max |F| = 5.32 eV/Å
Total charge = +2
Structure (SMILES) = N/C=[NH+]/NC=[NH2+]

Each line ends with the Löwdin charge.
Cartesian coordinates (Å):
N1 2.4062 1.1101 0.8739  0.20
C1 1.5674 0.4883 -0.0348  -0.04
N2 0.4179 -0.0319 0.2870  0.06
N3 -0.2830 -0.8016 -0.6362  0.06
C2 -1.6282 -0.9869 -0.7809  -0.04
N4 -2.4639 -0.2512 -0.1218  0.23
H1 3.1985 1.8826 0.6825  0.24
H2 2.2044 1.0526 1.8477  0.12
H3 1.7167 0.6035 -1.0957  0.17
H4 -0.0723 -0.1774 1.2142  0.23
H5 0.4476 -1.2990 -1.2170  0.21
H6 -2.0250 -1.8314 -1.3489  0.19
H7 -3.4938 -0.3239 0.0096  0.20
H8 -1.9925 0.5664 0.3205  0.16

Force components x, y, z for each atom (eV/Å):
-0.15 0.30 -3.09
2.68 3.79 2.60
-3.44 -1.07 2.20
1.41 -1.84 -2.71
0.64 0.04 0.86
0.73 1.75 1.04
-2.32 -2.64 -0.25
-0.30 -0.20 0.81
0.63 -0.13 -0.26
1.83 0.69 -0.66
-2.09 0.05 0.45
0.65 0.15 -0.25
1.03 -0.32 -0.56
-1.30 -0.55 -0.17

The lowest DFT total energy belongs to which entry?
C12H14BCl3N6O2Pb

Which of these has the highest max |F|?
C6H9N4

Number 4 is which compound?
C6H9N4